Entry 1:
The following is a DFT calculation (the ωB97M-V functional and the def2-TZVPD basis) of a molecular structure, C28H24N2O2S3Zr.

```
60
Properties=species:S:1:pos:R:3:forces:R:3:lowdin_charge:R:1
Zr 0.69402 -0.22909 0.37948 0.0 0.0 -0.4 1.612
C -3.76569 -0.03030 0.16574 0.0 0.0 0.0 0.033
C -2.46974 -0.55845 0.66188 0.2 0.0 0.1 -0.167
N -1.37898 0.12977 0.38616 -0.2 0.2 0.0 -0.171
N -1.55406 1.30992 -0.35817 -0.1 0.0 0.1 -0.015
C -0.83574 1.37343 -1.41987 0.1 -0.1 0.0 -1.017
S 0.27757 0.06359 -1.97084 -0.1 0.0 -0.3 0.627
S -0.91869 2.83281 -2.38639 0.0 0.0 0.1 0.944
C -1.52481 2.04257 -3.91883 0.0 0.0 -0.1 -0.402
C -2.80937 1.29133 -3.69718 0.0 0.0 0.0 -0.314
C -2.85555 -0.08308 -3.90451 0.0 0.0 0.0 -0.059
C -4.03881 -0.78668 -3.70250 0.0 0.0 0.0 -0.076
C -5.18067 -0.11702 -3.29112 0.0 0.0 0.0 -0.086
C -5.13896 1.25740 -3.07923 0.0 0.0 0.0 -0.070
C -3.95984 1.95659 -3.27669 0.0 0.0 0.0 -0.047
C -2.34274 -1.81447 1.37894 -0.1 0.0 0.0 -0.086
C -3.47836 -2.44730 1.91965 0.0 0.0 0.0 0.009
C -3.37969 -3.64516 2.58944 0.0 0.0 0.0 -0.037
C -2.14037 -4.26174 2.72456 0.0 0.0 0.0 -0.019
C -1.00066 -3.67517 2.20302 0.0 0.0 0.0 0.011
C -1.09948 -2.46142 1.54674 0.0 0.0 -0.1 -0.271
O 0.02303 -1.89843 1.03544 0.1 -0.3 0.4 -0.281
H -3.75499 -0.06580 -0.93036 0.0 0.0 0.0 0.090
H -3.86009 1.02410 0.43013 0.0 0.0 0.0 0.116
H -4.62109 -0.58966 0.51844 0.0 0.0 0.0 0.084
H -0.74578 1.40459 -4.33527 0.0 0.0 0.0 0.068
H -1.65342 2.88846 -4.59571 0.0 0.0 0.0 0.095
H -1.97169 -0.60335 -4.25437 0.0 0.0 0.0 0.106
H -4.07009 -1.85214 -3.88888 0.0 0.0 0.0 0.110
H -6.10752 -0.65839 -3.15319 0.0 0.0 0.0 0.112
H -6.03236 1.78590 -2.77384 0.0 0.0 0.0 0.114
H -3.93256 3.02698 -3.11119 0.0 0.0 0.0 0.119
H -4.44709 -1.97991 1.83533 0.0 0.0 0.0 0.115
H -4.26426 -4.10426 3.00667 0.0 0.0 0.0 0.123
H -2.06406 -5.20857 3.24209 0.0 0.0 0.0 0.126
H -0.03250 -4.14723 2.29489 0.0 0.0 0.0 0.125
O 1.60118 1.66849 0.77919 0.0 -0.1 0.0 -0.638
S 3.04880 1.74593 0.17714 -0.1 -0.2 0.1 1.146
C 4.04598 2.40402 1.46189 0.1 0.0 0.0 -0.414
C 3.58090 2.53657 2.76372 0.0 0.0 0.0 -0.071
C 4.43447 3.08514 3.70603 0.0 0.0 0.0 -0.034
C 5.71725 3.47942 3.34116 0.0 0.0 0.0 -0.025
C 6.15755 3.35006 2.03002 0.0 0.0 0.0 -0.034
C 5.31362 2.82053 1.06742 0.0 0.0 0.1 -0.064
C 3.36465 -0.04106 0.20920 0.1 0.3 0.4 -0.449
C 3.34247 -0.74812 -0.98556 0.0 0.0 -0.1 -0.127
C 3.31959 -2.14553 -0.94214 0.0 0.0 0.0 -0.021
C 3.31442 -2.80517 0.27786 0.0 0.0 0.0 -0.019
C 3.33510 -2.08558 1.47396 0.0 0.0 0.0 -0.032
C 3.35304 -0.69825 1.45243 0.0 0.1 -0.1 -0.101
H 2.56821 2.25788 3.02233 0.0 0.0 0.0 0.114
H 4.09618 3.21745 4.72431 0.0 0.0 0.0 0.124
H 6.37527 3.90955 4.08386 0.0 0.0 0.0 0.125
H 7.14848 3.68074 1.75245 0.0 0.0 0.0 0.125
H 5.63391 2.74676 0.03479 0.0 0.0 0.0 0.122
H 3.33939 -0.22228 -1.93217 0.0 0.0 0.0 0.121
H 3.30767 -2.70562 -1.86753 0.0 0.0 0.0 0.135
H 3.29825 -3.88636 0.30340 0.0 0.0 0.0 0.133
H 3.34168 -2.60669 2.42205 0.0 0.0 0.0 0.135
H 3.39703 -0.12772 2.37373 0.0 0.0 0.0 0.125
```
Forces are in eV/Å.

Output
LUMO energy = -7.30 eV
Energy above the lowest of the compared OMol25 structures with the same formula, charge and spin = 0.0 kJ/mol
F_max = 0.51 eV Å⁻¹
Total energy = -70274.18129 eV
2S+1 = 1
Charge = +2

***

Entry 2:
The following is a DFT calculation (the ωB97M-V functional and the def2-TZVPD basis) of 8 unconnected molecules or ions with the total composition C49H71Br2N8O4P in a non-equilibrium geometry.

```
135
Properties=species:S:1:pos:R:3:forces:R:3:lowdin_charge:R:1
C -6.88986 -5.31164 2.22758 0.2 -0.1 -0.8 -0.129
C -5.46145 -5.72987 1.46764 -0.8 -0.9 -0.5 -0.207
C -5.10303 -4.75086 0.18939 -1.1 -1.5 -0.8 -0.219
O -4.94985 -3.33175 0.51680 2.3 -1.7 -0.6 -0.151
C -3.59566 -2.95690 0.91444 -0.1 1.5 3.5 -0.317
C -3.89700 -2.14488 2.34547 0.5 0.2 0.2 -0.143
C -4.67340 -3.05434 3.46422 -0.2 1.5 1.0 -0.193
C -4.25888 -2.40068 4.94730 1.4 -0.6 -1.3 -0.167
C -2.80174 -3.13064 5.32373 0.1 0.6 0.0 -0.176
C -2.29018 -2.81370 6.84861 -0.7 -2.6 0.0 -0.200
O -2.05250 -1.38604 7.11462 3.2 -0.3 -2.2 -0.097
C -0.77053 -0.91879 6.56470 4.6 -1.8 -0.7 -0.283
C -0.67706 0.68483 6.11257 0.0 0.0 1.0 -0.012
O 0.34854 -1.63874 6.42868 -7.4 3.7 1.0 -0.034
C -2.50306 -4.06676 1.41042 2.9 -0.5 -1.2 -0.022
C -1.06715 -3.35961 1.01486 3.8 0.2 -1.1 -0.283
O 0.17857 -3.84424 0.97287 -7.7 2.9 0.6 -0.054
N -1.40197 -1.92637 0.66465 0.4 -1.5 0.0 -0.001
C -2.74957 -1.85214 -0.01559 -0.9 -0.8 -1.8 -0.462
C -3.45397 -0.43054 -0.38956 0.8 4.1 4.3 -0.518
Br -4.69452 -0.19435 -1.99754 1.5 -0.6 1.9 0.698
C -3.31815 0.85566 0.40647 -1.4 -2.5 -3.4 -0.624
C -4.07895 2.26685 -0.07233 -0.5 -0.3 1.0 -0.191
Br -2.24338 0.96718 2.07728 -1.0 0.0 -1.8 0.650
P -2.23354 -2.55991 -1.75801 0.6 -2.2 -0.3 0.979
C -3.64029 -3.50512 -2.60194 -3.2 0.9 -1.4 -0.451
C -3.81588 -3.16031 -4.22675 1.1 0.1 0.4 -0.192
C -1.41807 -1.23078 -2.84587 1.0 1.1 -1.0 -0.411
C 0.23409 -1.39843 -2.66234 -0.2 -1.3 0.8 -0.197
H -7.40586 -4.48806 1.54257 1.1 -1.5 1.8 0.091
H -7.62606 -6.22821 2.23710 1.6 1.7 0.1 0.074
H -6.70773 -4.95996 3.32945 -0.5 -0.5 -2.3 0.061
H -4.57631 -5.89989 2.21407 -1.7 0.6 -1.4 0.093
H -5.68957 -6.80081 0.99121 0.7 2.3 0.8 0.117
H -6.05338 -4.82104 -0.53127 2.0 0.3 1.6 0.145
H -4.21299 -5.20192 -0.46600 -1.7 1.2 1.7 0.115
H -4.51740 -1.16870 2.08838 1.2 -2.1 0.6 0.124
H -2.87431 -1.79657 2.85266 -2.2 -0.7 -1.4 0.082
H -5.83206 -2.90186 3.34357 2.3 -0.7 0.0 0.112
H -4.33340 -4.17378 3.51975 -0.9 2.2 -0.5 0.085
H -5.07722 -2.57208 5.76654 1.7 0.4 -1.6 0.117
H -4.03664 -1.26145 4.72888 -0.7 -2.2 0.9 0.114
H -1.95166 -2.76500 4.57738 -1.8 -0.6 1.5 0.118
H -2.87943 -4.30749 5.14558 0.1 2.5 0.7 0.125
H -1.35989 -3.50952 7.06260 -1.6 1.9 -0.4 0.135
H -3.14992 -3.19916 7.58049 1.9 1.3 -1.4 0.142
H -1.57167 1.30641 6.56407 1.7 -1.4 -1.1 0.089
H -0.59986 0.80903 4.94387 -0.4 -0.6 2.4 0.073
H 0.32264 1.15208 6.55700 -2.1 -1.3 -0.9 0.096
H -2.41749 -5.10499 0.87757 -0.6 2.0 0.8 0.137
H -2.35315 -4.29972 2.54698 -0.9 0.7 -2.0 0.127
H -0.64741 -1.40702 0.16036 -0.8 -0.9 0.7 0.117
H -5.25858 2.10531 -0.02175 2.6 0.1 -0.1 0.084
H -3.86386 3.14400 0.70836 -0.1 -2.1 -1.9 0.081
H -3.83176 2.56392 -1.17800 -0.2 -0.6 2.3 0.070
H -4.66245 -3.13990 -2.10617 2.1 -0.9 -1.0 0.052
H -3.62585 -4.67040 -2.49709 0.5 2.3 0.0 0.076
H -4.82769 -3.57114 -4.65222 2.1 0.7 0.9 0.078
H -3.74886 -1.98365 -4.38942 -0.3 -2.6 0.3 0.047
H -2.88087 -3.66081 -4.77415 -2.2 1.1 0.9 0.085
H -1.73247 -0.12241 -2.57375 0.5 -2.3 -0.8 0.065
H -1.61852 -1.44934 -4.00217 0.1 0.5 2.7 0.088
H 0.80560 -1.44764 -3.68406 -1.1 0.6 2.0 0.070
H 0.67419 -0.61847 -1.89865 -0.8 -1.3 -1.8 0.062
H 0.39323 -2.46549 -2.15181 -0.2 2.3 -1.1 0.056
N 2.48499 2.10855 -5.68742 0.0 0.1 -0.1 -0.001
C 3.29051 1.64941 -6.69680 0.1 0.0 -0.1 -0.134
C 3.98624 0.55932 -6.22368 -0.1 0.2 -0.3 -0.106
C 3.58167 0.35008 -4.88361 -0.2 0.1 0.4 -0.105
C 2.65197 1.31913 -4.57943 0.1 0.0 0.1 -0.152
H 1.86384 2.90468 -5.75051 0.2 -0.3 0.0 0.148
H 3.30084 2.13733 -7.66223 0.0 -0.1 0.2 0.109
H 4.70638 -0.02308 -6.78363 -0.1 0.1 0.1 0.088
H 3.93043 -0.42453 -4.21291 0.0 0.1 -0.1 0.086
H 2.09740 1.51480 -3.67139 0.1 -0.2 -0.1 0.084
N 1.68316 3.82753 -1.93834 -0.1 0.0 0.0 0.015
C 0.79968 3.18649 -1.10943 0.0 0.0 0.0 -0.126
C 0.49335 4.03934 -0.07260 -0.1 -0.4 -0.1 -0.115
C 1.21286 5.23917 -0.28693 0.2 0.3 -0.2 -0.124
C 1.93691 5.08188 -1.44752 0.1 0.1 -0.1 -0.147
H 2.08435 3.43658 -2.78085 0.0 0.1 0.3 0.118
H 0.46675 2.18047 -1.32689 0.0 0.1 0.1 0.100
H -0.17695 3.82135 0.74869 0.1 0.0 -0.1 0.090
H 1.20332 6.12304 0.33770 0.0 -0.1 -0.1 0.100
H 2.61020 5.75291 -1.96403 0.0 -0.1 0.2 0.106
N 4.83459 -3.42060 -2.25626 0.0 0.0 0.0 0.007
C 4.97357 -3.38316 -3.61928 0.0 0.1 -0.1 -0.161
C 6.31524 -3.26854 -3.90732 -0.4 0.0 -0.2 -0.118
C 7.01036 -3.24186 -2.67470 0.0 0.0 0.4 -0.111
C 6.07186 -3.34028 -1.67197 0.0 0.0 0.0 -0.136
H 3.95656 -3.49658 -1.75933 0.3 0.0 -0.2 0.150
H 4.10807 -3.43953 -4.26577 0.1 0.0 0.1 0.096
H 6.74681 -3.21161 -4.89820 0.0 -0.1 0.2 0.080
H 8.08039 -3.16034 -2.53371 -0.2 0.0 0.0 0.092
H 6.17819 -3.35866 -0.59553 0.0 0.0 -0.2 0.109
N 1.11812 5.42785 8.75479 0.0 0.0 0.0 -0.002
C -0.22991 5.18589 8.80773 -0.1 0.0 -0.1 -0.145
C -0.41337 3.82906 8.95455 -0.2 0.3 0.0 -0.120
C 0.86934 3.23235 8.99759 0.4 0.0 0.0 -0.122
C 1.79651 4.24293 8.87504 0.0 -0.1 0.0 -0.144
H 1.54548 6.33832 8.64512 -0.2 -0.4 0.1 0.147
H -0.94134 5.99755 8.73501 0.1 -0.2 0.0 0.104
H -1.36789 3.32377 9.02442 0.1 0.1 0.0 0.089
H 1.09268 2.17895 9.10692 0.0 0.2 0.0 0.091
H 2.87803 4.22020 8.86182 -0.2 0.0 0.0 0.106
N 2.68179 4.36146 2.68099 0.1 -0.1 0.1 0.010
C 3.73267 3.97593 3.47191 0.0 0.0 0.0 -0.137
C 3.46192 4.37246 4.76252 0.3 -0.2 -0.2 -0.118
C 2.20063 5.01453 4.75053 -0.3 0.1 -0.1 -0.118
C 1.74033 4.99097 3.45304 0.0 0.0 0.0 -0.147
H 2.61153 4.20509 1.68387 -0.1 0.1 0.3 0.118
H 4.58160 3.45524 3.04952 -0.1 0.1 0.1 0.106
H 4.10297 4.21511 5.62020 -0.1 0.0 -0.2 0.088
H 1.68347 5.44690 5.59734 0.0 -0.1 -0.1 0.080
H 0.82647 5.36845 3.01401 0.1 0.0 0.1 0.100
N 5.44315 -3.82590 -7.49599 0.0 0.0 0.0 0.002
C 5.94791 -4.05377 -8.74972 0.1 0.0 -0.1 -0.143
C 5.59463 -5.33066 -9.12517 0.2 0.3 -0.2 -0.118
C 4.84539 -5.89045 -8.06286 -0.2 0.1 0.4 -0.114
C 4.76478 -4.93859 -7.07120 0.0 -0.1 0.0 -0.141
H 5.55316 -2.97028 -6.96736 -0.1 -0.3 -0.2 0.130
H 6.51509 -3.29045 -9.26533 -0.1 -0.2 0.1 0.104
H 5.84806 -5.80701 -10.06336 0.0 0.1 0.2 0.090
H 4.41082 -6.88103 -8.02555 0.1 0.2 0.0 0.091
H 4.28517 -4.95822 -6.10169 0.1 -0.1 -0.2 0.092
N 1.12967 7.84374 -3.52386 0.0 0.1 0.0 -0.001
C 2.25262 8.13205 -4.25488 0.0 0.0 -0.1 -0.151
C 2.12588 9.41375 -4.74210 0.3 -0.3 0.0 -0.117
C 0.88544 9.91830 -4.28386 -0.3 -0.1 0.2 -0.116
C 0.29259 8.92908 -3.53159 0.0 0.0 0.0 -0.140
H 0.94756 6.96761 -3.05178 0.0 0.3 -0.1 0.115
H 3.04292 7.40190 -4.36682 -0.1 0.1 0.0 0.101
H 2.84927 9.93004 -5.35974 -0.1 -0.1 0.1 0.091
H 0.46970 10.89802 -4.48083 0.1 -0.2 0.0 0.091
H -0.65134 8.90418 -3.00364 0.2 0.0 -0.1 0.106
```
Forces are in eV/Å.

Output
LUMO energy = -0.28 eV
F_max = 8.34 eV Å⁻¹
Total energy = -221434.51727 eV
2S+1 = 1

***

Entry 3:
The following is a DFT calculation (the ωB97M-V functional and the def2-TZVPD basis) of C3H5ClP2 in the gas phase in a non-equilibrium geometry.

```
11
Properties=species:S:1:pos:R:3:forces:R:3:lowdin_charge:R:1
C -0.89503 1.16811 -0.54278 2.1 0.9 1.6 -0.052
C -0.32012 -1.99210 0.21562 -0.3 -0.7 0.6 -0.472
C 0.02529 1.22192 0.44413 -0.4 -1.9 -1.3 -0.484
P 1.06461 -1.54638 -0.55866 -0.1 -0.4 -0.9 0.596
P 1.58528 0.23536 0.60053 0.1 0.9 0.0 0.303
Cl 2.78488 1.33346 -0.77506 -0.4 -0.6 0.3 0.035
H -1.69710 1.86920 -0.46391 -0.8 -0.1 -0.2 0.051
H -0.67825 0.59202 -1.41393 -0.3 -0.1 -0.6 0.028
H -0.96525 -2.82040 -0.06572 0.5 -0.2 -0.6 -0.011
H -0.70747 -1.66456 1.16508 0.1 0.9 0.2 -0.007
H -0.19686 1.60337 1.39471 -0.4 1.4 1.0 0.014
```
Forces are in eV/Å.

Output
LUMO energy = -0.35 eV
Energy above the lowest of the compared OMol25 structures with the same formula, charge and spin = 62.1 kJ/mol
F_max = 2.77 eV Å⁻¹
Total energy = -34290.27997 eV
2S+1 = 1

***

Entry 4:
The following is a DFT calculation (the ωB97M-V functional and the def2-TZVPD basis) of a molecular structure, C19H19Br12N3 in a non-equilibrium geometry.

```
53
Properties=species:S:1:pos:R:3:forces:R:3:mulliken_spin:R:1
C -2.61949 1.04306 0.03635 0.1 0.6 0.3 0.213
Br -2.06027 1.72548 -1.78165 0.0 0.4 -1.9 0.299
Br -2.57213 2.61008 1.28109 -0.3 0.4 0.7 0.192
Br -1.36122 -0.36490 0.59238 0.2 -1.0 0.5 0.199
H -3.65256 0.71704 -0.08433 -0.1 -0.4 0.3 0.017
C -6.63584 -0.26751 -1.14078 0.6 0.0 -1.2 0.016
Br -8.58946 -0.36748 -1.51484 1.3 0.3 0.2 0.002
Br -5.63333 1.24475 -2.14280 -1.4 -1.7 1.0 0.017
Br -5.79005 -2.02644 -1.57791 -0.5 1.2 0.3 0.003
H -6.48452 -0.09236 -0.07564 -0.1 0.0 -0.3 -0.005
C 0.36056 4.01103 -3.20063 0.7 1.2 1.2 -0.002
Br 0.28178 4.24183 -1.21578 0.0 0.0 -1.1 0.008
Br 2.08037 3.14235 -3.59625 -1.0 0.3 -0.2 0.007
Br 0.25869 5.81047 -4.03041 0.2 -0.8 0.2 0.011
H -0.54527 3.48610 -3.50400 0.4 -0.4 0.0 0.015
C -3.32920 5.32137 -1.60780 -1.5 1.4 0.0 -0.018
Br -2.77876 6.61205 -0.24201 0.2 -0.5 -0.6 0.000
Br -3.45791 6.24328 -3.39806 0.1 -0.7 1.2 0.001
Br -5.19357 4.77907 -1.05294 1.4 0.0 -0.6 0.004
H -2.62153 4.49707 -1.69633 -0.3 -0.1 0.2 0.014
N 2.69800 2.17317 1.90549 -0.6 -0.2 0.8 -0.001
C 1.51599 1.54641 2.22224 2.5 0.9 -0.4 -0.007
C 1.49562 0.28306 2.79346 -0.4 -0.2 0.3 0.002
C 2.69351 -0.32462 3.15784 0.2 0.4 -1.2 -0.005
C 3.85920 0.34878 2.83185 0.9 -0.9 0.4 0.000
C 3.85638 1.58282 2.25188 -1.8 0.6 -0.8 0.001
H 0.65685 2.15043 1.97036 -0.4 -0.5 -0.1 0.006
H 0.54286 -0.21935 2.87244 -0.1 0.0 0.3 0.008
H 2.82027 -1.35270 3.46341 -0.6 -0.1 0.3 -0.001
H 4.81721 -0.14560 2.89669 0.1 -0.1 0.5 0.000
H 4.77316 2.08684 1.98378 0.1 0.1 -0.1 0.000
N 1.27767 -5.98591 1.46284 0.6 0.7 -0.9 0.000
C 1.91670 -4.81884 1.20062 -1.2 0.1 0.3 0.004
C 1.34729 -3.55209 1.45343 0.9 -0.7 -0.5 -0.004
C 0.08024 -3.50802 1.93599 -1.1 -0.4 0.0 0.002
C -0.57588 -4.70515 2.18241 -0.7 -0.1 0.4 0.005
C 0.01672 -5.92085 1.90196 1.0 0.8 0.6 0.000
H 2.85080 -4.86347 0.66039 0.3 -0.3 0.3 0.000
H 1.81484 -2.60039 1.24836 0.5 -0.2 -0.3 -0.004
H -0.44651 -2.56617 1.97922 0.0 0.1 0.5 0.007
H -1.54553 -4.69404 2.65787 -0.3 0.0 -0.3 0.001
H -0.48603 -6.85066 2.12352 0.0 -0.2 -0.1 0.000
N 1.06396 -1.19808 -2.67011 1.1 1.5 0.2 0.001
C 2.00452 -2.14308 -2.42407 -1.4 1.3 -0.8 -0.001
C 2.90799 -2.04453 -1.39704 0.5 0.0 0.3 0.000
C 2.90758 -0.88822 -0.62310 0.0 1.0 -0.5 0.002
C 2.08878 0.19259 -0.96619 0.8 -1.5 -0.5 0.009
C 1.20778 -0.01000 -2.03414 -0.2 -0.7 0.9 -0.042
H 1.99714 -2.83185 -3.25590 0.3 -1.0 0.6 0.000
H 3.66592 -2.79582 -1.23120 0.0 -0.2 0.0 0.000
H 3.65972 -0.67983 0.12339 0.1 -0.5 0.3 -0.001
H 2.27493 1.12706 -0.45774 -0.5 0.2 -0.2 0.000
H 0.58585 0.84152 -2.26760 -0.5 -0.4 -0.5 0.026
```
Forces are in eV/Å.

Output
LUMO energy (alpha / beta) = 1.45 / 1.48 eV
F_max = 2.66 eV Å⁻¹
<S²> = 0.754
Total energy = -864989.00954 eV
2S+1 = 2
Charge = -1